Record 1
{
  "formula": "CH3NOS",
  "method": "the ωB97M-V functional and the def2-TZVPD basis",
  "species": ["C", "N", "O", "S", "H", "H", "H"],
  "xyz": [[-0.57500, -0.34634, 0.26177], [0.65916, -0.57122, -0.26487], [0.33461, 2.10263, -0.95474], [0.43482, 1.13817, 0.16062], [-1.50254, -0.50162, -0.38897], [-0.82560, -0.71689, 1.25711], [1.47456, -1.10472, -0.07091]],
  "atomic_forces_ev_per_a": [[-3.61, -1.13, 0.37], [1.27, 2.27, -2.18], [-0.40, -1.32, 0.71], [1.05, -0.17, -0.54], [1.44, 0.53, 0.43], [0.13, 0.29, 0.28], [0.12, -0.46, 0.94]],
  "homo_lumo_gap_ev": 10.8,
  "de_lowest_kcal_mol": 64.1,
  "mol_weight_g_mol": 77.108,
  "spin_multiplicity": 1,
  "total_charge": 0,
  "e_homo_ha": -0.3697
}

***

Record 2
{
  "formula": "C35H57BN8PSV",
  "method": "the ωB97M-V functional and the def2-TZVPD basis",
  "species": ["V", "C", "C", "C", "C", "N", "N", "B", "N", "N", "C", "C", "C", "C", "C", "C", "C", "C", "N", "N", "C", "C", "C", "C", "C", "C", "C", "C", "C", "C", "C", "C", "H", "H", "H", "H", "H", "H", "H", "H", "H", "H", "H", "H", "H", "H", "H", "H", "H", "H", "H", "H", "H", "H", "H", "H", "H", "H", "H", "H", "H", "H", "H", "H", "H", "H", "H", "H", "H", "H", "H", "H", "C", "P", "C", "C", "C", "C", "C", "C", "C", "H", "H", "H", "H", "H", "H", "H", "H", "H", "H", "H", "S", "C", "N", "C", "C", "N", "H", "H", "H", "H", "H", "H"],
  "xyz": [[-0.04257, 0.08454, 0.16107], [-4.09192, -2.93147, 1.91524], [-3.58770, -1.73727, 1.17421], [-4.29511, -0.74095, 0.54147], [-3.33251, 0.12598, 0.01107], [-2.11008, -0.31120, 0.29920], [-2.27609, -1.48261, 1.02487], [-1.07036, -2.26984, 1.65044], [-0.36500, -1.30969, 2.66364], [-0.19001, -0.01997, 2.25489], [-0.00012, 0.72136, 3.34042], [-0.00173, -0.10128, 4.47393], [-0.25147, -1.37611, 4.00213], [-0.41200, -2.66364, 4.73811], [0.06496, 2.22631, 3.23809], [1.33817, 2.76401, 3.89226], [-1.15336, 2.79936, 3.97198], [-0.01171, 2.65003, 1.77083], [-0.12506, -2.72395, 0.48705], [-0.02415, -1.87878, -0.59594], [0.26632, -2.62891, -1.65511], [0.43979, -3.96053, -1.24874], [0.16511, -3.98305, 0.09977], [0.13044, -5.13372, 1.04806], [0.22190, -2.09118, -3.06972], [-0.72823, -0.89954, -3.12229], [-0.33195, -3.18941, -3.98647], [1.60810, -1.67103, -3.56001], [-3.61677, 1.39399, -0.76093], [-4.22759, 2.41940, 0.20367], [-2.36569, 1.99215, -1.39213], [-4.61707, 1.07216, -1.87779], [-5.17968, -2.94798, 1.88258], [-3.78423, -2.91650, 2.96055], [-3.72483, -3.85949, 1.47793], [-5.36578, -0.66034, 0.47030], [-1.47111, -3.23391, 2.23725], [0.12463, 0.19248, 5.50193], [-0.07838, -2.54735, 5.76737], [0.17260, -3.45825, 4.27603], [-1.45284, -2.98770, 4.75347], [1.38932, 2.47694, 4.94327], [1.35780, 3.85435, 3.84169], [2.23799, 2.39129, 3.40595], [-1.12232, 2.56124, 5.03563], [-2.08147, 2.39591, 3.56278], [-1.17333, 3.88679, 3.87241], [0.79524, 2.22276, 1.16217], [0.09901, 3.73148, 1.66960], [-0.98096, 2.38161, 1.33814], [0.68439, -4.80710, -1.86590], [0.49446, -6.03081, 0.55110], [-0.88104, -5.32929, 1.40357], [0.75772, -4.95095, 1.92096], [-1.72979, -1.16932, -2.77977], [-0.79316, -0.52285, -4.14594], [-0.37179, -0.05294, -2.52909], [-1.29603, -3.55608, -3.63208], [0.34769, -4.03850, -4.06542], [-0.46510, -2.78416, -4.99096], [2.00039, -0.82888, -2.98864], [1.54841, -1.36511, -4.60696], [2.32272, -2.48999, -3.48560], [-3.52835, 2.66329, 1.00757], [-5.14131, 2.04027, 0.66174], [-4.46944, 3.34016, -0.33088], [-1.55340, 2.15891, -0.68077], [-2.60920, 2.97554, -1.80299], [-1.97415, 1.37297, -2.20156], [-5.56649, 0.71840, -1.47718], [-4.22310, 0.30284, -2.54369], [-4.81891, 1.96795, -2.46899], [3.51728, 1.49926, 0.83170], [2.50509, 0.00666, 0.49593], [2.80225, -0.97268, 2.01579], [3.52274, -0.92696, -0.70402], [4.30205, -0.28543, -1.66425], [5.07563, -1.02043, -2.55071], [5.08547, -2.40724, -2.48481], [4.29935, -3.05566, -1.54272], [3.51429, -2.31966, -0.66639], [4.51709, 1.37414, 0.42042], [3.61475, 1.62488, 1.90808], [3.06229, 2.38814, 0.39937], [3.86908, -1.15134, 2.15466], [2.27982, -1.92673, 1.96278], [2.40657, -0.42556, 2.87170], [4.29392, 0.79450, -1.74247], [5.67651, -0.50634, -3.28892], [5.69906, -2.97756, -3.16902], [4.29142, -4.13631, -1.48876], [2.89518, -2.84560, 0.05108], [1.34317, 2.05128, -1.98991], [1.00915, 3.67073, -2.36215], [-0.12299, 4.12723, -2.91443], [-0.06923, 5.54636, -3.25303], [1.27687, 5.98170, -2.62227], [1.83375, 4.70769, -2.17608], [-0.81703, 3.47844, -3.24545], [-0.91260, 6.08255, -2.82212], [-0.07882, 5.68745, -4.33341], [1.13426, 6.65807, -1.78048], [1.93141, 6.45910, -3.34881], [2.73952, 4.57646, -1.76218]],
  "atomic_forces_ev_per_a": [[0.15, 0.93, -0.59], [-0.14, 0.02, -0.02], [0.11, -0.23, 0.12], [-0.06, 0.02, -0.02], [0.10, 0.15, -0.14], [-0.59, -0.60, 0.37], [0.37, 0.28, -0.08], [0.05, 0.03, 0.01], [-0.13, 0.17, -0.33], [-0.01, -0.55, 0.29], [0.03, 0.19, -0.25], [-0.03, 0.04, 0.04], [-0.09, -0.24, -0.03], [0.05, 0.04, 0.12], [0.03, -0.07, 0.03], [0.05, 0.04, 0.04], [-0.06, 0.07, 0.04], [0.07, 0.06, -0.12], [-0.07, 0.40, 0.02], [0.03, -0.60, 0.37], [-0.02, 0.12, -0.10], [-0.06, -0.05, -0.06], [-0.08, -0.03, 0.17], [0.04, -0.08, -0.07], [0.09, -0.04, 0.09], [-0.08, 0.19, -0.05], [0.04, 0.02, -0.06], [0.02, 0.06, -0.06], [-0.02, -0.06, 0.05], [0.01, 0.03, 0.03], [0.12, 0.07, -0.09], [-0.03, 0.07, -0.03], [0.01, 0.01, 0.00], [0.01, 0.04, 0.01], [0.02, 0.01, -0.03], [-0.01, 0.00, 0.00], [0.07, 0.11, -0.07], [0.01, -0.01, 0.01], [-0.01, 0.01, 0.00], [0.01, 0.00, -0.01], [-0.02, 0.02, -0.02], [-0.03, 0.00, 0.00], [-0.02, 0.00, 0.01], [0.02, -0.05, -0.07], [0.01, -0.03, 0.00], [0.00, 0.00, -0.01], [-0.01, 0.00, 0.00], [0.05, -0.07, 0.03], [-0.07, 0.01, 0.06], [0.00, -0.02, 0.05], [0.00, -0.02, -0.01], [0.00, 0.01, 0.00], [-0.02, 0.02, -0.01], [0.00, 0.03, 0.01], [0.01, -0.01, 0.00], [-0.03, -0.06, -0.03], [0.07, -0.10, 0.04], [-0.02, 0.02, 0.01], [0.03, 0.01, 0.04], [-0.01, -0.01, 0.00], [-0.04, -0.02, 0.01], [0.00, 0.00, 0.00], [0.00, -0.03, 0.01], [0.00, 0.00, -0.01], [0.00, -0.02, -0.01], [-0.02, 0.00, 0.00], [-0.07, 0.01, 0.05], [-0.06, -0.03, -0.02], [-0.05, -0.03, 0.04], [0.00, -0.01, 0.02], [0.01, 0.00, -0.01], [0.00, 0.00, 0.00], [0.02, 0.00, 0.00], [0.33, -0.28, 0.05], [0.06, 0.02, 0.00], [-0.03, 0.07, 0.01], [-0.04, 0.03, -0.03], [0.00, -0.05, 0.03], [-0.02, 0.04, 0.02], [-0.03, 0.07, -0.01], [0.01, -0.07, 0.02], [0.03, 0.00, 0.01], [-0.05, 0.03, 0.04], [0.00, -0.02, -0.02], [0.00, 0.01, 0.00], [-0.02, 0.01, -0.02], [-0.01, 0.01, 0.02], [0.00, 0.02, 0.03], [0.01, 0.00, -0.02], [0.01, -0.02, 0.00], [0.00, -0.02, -0.01], [0.02, 0.01, -0.02], [0.02, 0.27, 0.04], [-0.12, -0.24, 0.05], [-0.05, -0.13, 0.03], [0.06, -0.03, 0.06], [-0.02, -0.08, -0.04], [0.09, -0.12, 0.02], [0.02, 0.09, -0.01], [0.00, 0.02, -0.01], [0.02, 0.01, -0.01], [-0.02, 0.01, 0.01], [0.00, 0.03, 0.00], [-0.01, 0.07, -0.02]],
  "homo_lumo_gap_ev": [8.4, 9.1],
  "de_lowest_kcal_mol": 12.6,
  "mol_weight_g_mol": 714.694,
  "spin_multiplicity": 4,
  "total_charge": 1,
  "e_homo_ha": [-0.3762, -0.3997]
}

***

Record 3
{
  "formula": "C3H5NO2",
  "method": "the ωB97M-V functional and the def2-TZVPD basis",
  "species": ["N", "C", "O", "C", "C", "O", "H", "H", "H", "H", "H"],
  "xyz": [[-1.84655, -0.39955, 0.00238], [-0.75444, 0.43239, -0.01214], [-0.87686, 1.60855, -0.30488], [0.62280, -0.05022, 0.42874], [1.62802, -0.00960, -0.70953], [2.60838, -0.70996, -0.75736], [-1.82761, -1.37908, -0.24112], [-2.69305, 0.09196, -0.25174], [0.68720, -0.99982, 0.96574], [0.94843, 0.74647, 1.11339], [1.41390, 0.74900, -1.48918]],
  "atomic_forces_ev_per_a": [[0.01, 0.12, -0.06], [0.00, 0.33, -0.04], [-0.02, -0.25, 0.08], [-0.02, -0.05, 0.05], [0.24, -0.18, -0.03], [-0.49, 0.26, 0.03], [0.35, 0.13, 0.28], [0.07, -0.14, -0.12], [-0.17, 0.05, -0.22], [-0.02, -0.18, -0.05], [0.05, -0.08, 0.06]],
  "homo_lumo_gap_ev": 10.7,
  "de_lowest_kcal_mol": 13.6,
  "mol_weight_g_mol": 87.078,
  "spin_multiplicity": 1,
  "total_charge": 0,
  "e_homo_ha": -0.3690
}